Computed, not measured: a molecular structure, C45H44N2O5Pd in a non-equilibrium geometry, with ωB97M-V/def2-TZVPD.

## Properties
* charge: 0
* HOMO (spin up / spin down): -5.997 / -8.229 eV
* largest force on an atom: 3.95 eV Å⁻¹
* 2S+1: 5
* Kohn-Sham gap (spin up / spin down): 4.7 / 6.5 eV
* ⟨S²⟩: 6.10
* ΔE to the lowest compared entry with this formula, charge and spin: 49.9 kJ/mol

XYZ file:
```
97
C45H44N2O5Pd, DFT ωB97M-V/def2-TZVPD
O 0.022 -4.526 4.876
C -3.707 3.322 -2.035
C -2.179 -0.879 0.170
C -1.044 -4.044 -2.397
C -2.832 1.489 -0.588
C 0.583 -3.803 2.623
H -7.025 -2.399 3.103
H 3.289 3.564 1.704
C -1.075 -2.746 -2.885
H 0.426 3.335 3.194
H 3.278 3.822 -0.040
O 1.180 -4.765 2.186
C -0.675 3.855 1.436
C 3.990 -3.216 0.986
H -0.786 -2.552 -3.908
C -0.220 -1.572 2.912
H -6.046 2.123 -1.248
H 0.063 2.126 -2.137
H -1.315 3.482 3.445
C 4.268 1.163 0.700
H 4.357 -1.016 2.921
H -3.316 3.837 0.674
Pd -0.116 0.073 0.353
C -6.077 -2.714 -0.121
C 1.986 2.246 0.631
C 3.400 -1.994 1.267
H -4.753 -1.490 3.285
C 3.392 -1.458 2.670
H -1.968 6.632 -0.015
H -6.458 -3.036 -1.079
C -6.884 -2.797 1.006
H -5.334 0.841 -0.259
H -0.078 3.629 -3.084
O -0.269 -0.340 2.721
C -4.162 3.186 0.472
H 1.403 3.267 -2.190
C -1.869 -3.283 -0.280
C -6.394 -2.352 2.228
H -1.416 -5.317 -0.709
H -0.640 2.063 2.603
H -1.513 -0.689 -2.452
H 2.616 -0.278 -2.546
H -3.528 2.718 -2.924
C -1.346 5.063 1.310
C -4.804 -2.204 -0.038
H 4.452 -3.778 1.785
C -1.871 -1.957 -0.749
H 3.317 -3.475 -2.315
H 1.085 -0.648 -1.734
H -4.261 2.490 1.305
C -5.161 1.509 -1.099
C 2.653 3.580 0.821
H 4.633 1.907 -0.006
C -0.920 5.089 -1.053
H 3.212 -2.265 3.380
C 3.981 -3.736 -0.296
H -0.688 -4.851 -3.020
H -4.585 3.942 -2.208
H -4.218 -2.110 -0.938
C -3.056 -1.047 1.280
C -0.243 3.883 -0.964
H -1.783 5.516 2.190
C -1.448 -4.309 -1.096
H -5.064 3.789 0.410
C -1.452 5.689 0.078
C 0.316 3.192 -2.170
C -0.613 -2.302 4.132
H -5.003 0.902 -1.987
O 0.405 -2.282 0.729
H 4.457 -4.686 -0.485
C 2.772 1.062 0.612
C 2.730 -1.843 -1.076
H 1.734 -1.754 -2.970
H -1.022 5.567 -2.018
C 2.006 -1.092 -2.152
H -2.182 -3.478 0.738
H 1.916 4.371 0.933
H 2.622 -0.698 2.800
H -2.916 -0.398 2.138
C -0.551 3.146 2.748
H -2.851 3.972 -1.876
C 0.003 -3.677 4.016
C -4.285 -1.748 1.197
C -1.470 -1.704 -2.070
C -2.180 0.502 -0.252
C 2.782 -1.292 0.219
C -3.937 2.408 -0.830
N 2.151 -0.072 0.407
C 0.311 -2.523 1.941
O -1.364 -1.936 5.013
C -5.122 -1.836 2.330
C -0.088 3.290 0.296
C 3.342 -3.057 -1.320
H 4.725 0.203 0.472
H -7.888 -3.186 0.929
N 0.692 2.141 0.405
H 4.580 1.468 1.698
```